# C37H46BF10N2O23

A cluster of 8 separate species, C37H46BF10N2O23 in total (ωB97M-V/def2-TZVPD, OMol25).

Structure (XYZ):
```
119
Properties=species:S:1:pos:R:3:mulliken_charge:R:1
F 3.7145 4.5346 -9.1667 -0.28
F 3.8072 -6.8090 0.4885 -0.27
F 4.4450 1.0883 0.0809 -0.23
F 8.4975 4.4510 2.4918 -0.28
F 4.7660 1.1909 2.3084 -0.27
F -4.6344 -5.5563 3.4365 -0.28
F -3.6785 -0.5206 -5.0146 -0.28
F 1.0037 0.7831 -2.1797 -0.26
F 6.4071 0.5066 0.9933 -0.32
F -8.2291 -0.2450 -1.9465 -0.28
O -5.4404 -1.5037 -3.4955 -0.27
O 1.0570 -5.7042 -1.2400 -0.32
O -3.8456 -2.1889 -6.5140 -0.30
O -3.2795 -3.5006 -8.2628 -0.50
O -3.5735 -3.7097 4.1656 -0.23
O -6.1277 -0.8787 -1.4476 -0.33
O -4.1168 -1.8821 -1.7131 -0.58
O 1.1782 -3.4937 -0.8226 -0.41
O -3.2600 -1.7763 5.2946 -0.54
O 4.6425 3.1862 -6.1506 -0.31
O 1.0555 2.4066 -3.7415 -0.27
O -3.6459 0.3455 0.8279 -0.17
O 8.0098 4.5964 4.6837 -0.30
O 5.8632 1.4265 -6.8575 -0.51
O 1.3430 4.4702 -4.6139 -0.53
O -1.7157 -2.2261 -7.2553 -0.32
O 2.2890 3.9379 -2.6392 -0.36
O 4.7768 2.7244 -8.3530 -0.30
O 6.2890 3.1405 4.7680 -0.32
O 6.8077 4.3762 6.5822 -0.49
O 2.6347 -4.9157 0.1581 -0.27
O -4.8913 -3.2019 5.9198 -0.31
O -0.6080 3.3097 3.7124 -0.73
N 2.1177 0.0005 2.4538 0.63
N -2.5899 1.9443 3.0985 0.23
C 2.1738 2.7999 -1.7924 0.17
C -4.9553 -0.4051 2.8265 -0.38
C 0.9232 0.2835 5.4463 -0.79
C -1.7966 -1.2192 -6.2521 -0.32
C 0.9320 -0.1449 0.2805 -0.75
C 3.6892 3.6136 -8.1752 0.31
C -2.4467 -0.1472 0.2416 -0.67
C 1.1394 0.7993 3.0419 -1.08
C -3.1225 2.1857 4.4819 -1.13
C -0.0631 1.2172 2.2911 1.36
C 5.1643 2.3567 -7.0978 0.64
C 3.2143 -1.3837 0.5969 -0.33
C 3.9811 4.2413 -6.8454 -0.23
C 1.5414 3.6842 -3.7474 0.51
C -3.8548 -2.7988 5.1407 0.65
C 8.1420 3.7243 3.5780 0.33
C -6.9504 -0.2108 -2.3872 0.27
C 2.0603 -0.4627 1.1490 -0.49
C -1.3718 1.0112 -0.0313 -0.63
C -5.1352 -1.4624 -2.1746 0.65
C 1.3552 1.2089 4.5375 -0.71
C 1.5843 -4.6012 -0.6545 0.57
C 5.0277 0.4560 1.1641 1.22
C -3.2280 3.0398 2.2736 -0.97
C 4.6243 -1.0505 1.2786 -1.58
C -5.4105 -4.3937 5.3339 -0.48
C 7.0144 4.0701 5.4554 0.63
C 1.8054 1.7176 -2.7643 0.20
C -2.9767 -2.7145 -7.4287 0.59
C -4.2353 -4.9003 4.5517 0.33
C -3.0398 -1.6095 -5.5081 0.36
C 2.5541 -6.3162 0.3643 0.27
C 1.9007 -6.8026 -0.8945 -0.46
C -4.4518 -0.7307 1.3529 -0.12
C 6.7596 3.1620 3.4244 -0.10
C -0.1466 0.7060 0.8866 0.58
C -6.7811 -1.0365 -3.6265 -0.53
B -1.1367 2.1578 3.0408 0.70
H 5.4547 -1.6859 0.8794 0.46
H 4.5010 -1.3549 2.3608 0.37
H -5.7382 -5.0969 6.0984 0.28
H -1.7912 2.0393 0.0913 0.29
H -4.1596 2.6469 1.7896 0.11
H 2.7497 3.0564 -8.2146 0.28
H 2.9027 -0.2479 3.0642 0.45
H -2.8315 1.3833 5.2080 0.21
H 2.6597 1.2263 -3.2364 0.32
H 1.3199 -7.7107 -0.7395 0.28
H 6.1106 3.8032 2.8227 0.25
H -2.4635 3.4143 1.5387 0.37
H -6.9066 -0.4528 -4.5376 0.32
H -7.4615 -1.8904 -3.6600 0.27
H -5.8186 -1.0988 3.0102 0.48
H -6.2622 -4.1441 4.6969 0.29
H 3.2699 -1.3640 -0.5216 0.48
H -3.9022 -1.7091 1.4135 0.34
H -1.0185 0.8666 -1.0902 0.30
H -3.5508 -5.5311 5.1245 0.28
H 1.3937 2.9781 -1.0471 0.12
H -2.8761 -2.3342 -4.7063 0.29
H 3.0766 4.5490 -6.3219 0.15
H -5.2468 0.6725 2.9493 0.12
H 6.7618 2.1634 2.9945 -0.06
H 8.9117 2.9776 3.7892 0.30
H 0.8185 -0.5127 -0.7543 0.77
H 1.8582 2.1630 4.8138 0.37
H -2.8651 3.2016 4.8864 0.38
H -0.1667 3.9012 3.0777 0.33
H -0.9107 -1.2255 -5.6176 0.21
H 0.9001 0.4931 6.5396 0.35
H -1.9968 -0.8743 0.9905 0.43
H 0.6309 -0.7420 5.0882 0.23
H -1.8825 -0.2387 -6.7271 0.26
H 3.0180 -2.4635 0.8699 0.19
H -2.6185 -0.7715 -0.7032 0.27
H -5.3071 -0.8952 0.6420 0.09
H -3.5149 3.9244 2.9176 0.40
H 2.6178 -6.9768 -1.6998 0.29
H -4.0935 -0.6586 3.5346 -0.31
H 1.9865 -6.5208 1.2754 0.30
H -6.6236 0.8271 -2.4881 0.31
H -4.2508 2.1641 4.3918 0.43
H 3.1117 2.5974 -1.2770 0.08
H 4.6514 5.1003 -6.9247 0.25
```

HOMO, hartree: -0.4055
E_LUMO, eV: -3.550
Electronic energy, Eh: -4300.8547
Kohn-Sham gap, eV: 7.5
Total charge: +1

***

# C9H10OSe

An isolated molecule of C9H10OSe (ωB97M-V/def2-TZVPD, OMol25).

Structure (XYZ):
```
21
Properties=species:S:1:pos:R:3:mulliken_charge:R:1
Se -0.4678 -2.4720 1.8096 0.02
O 0.1494 2.4433 -1.3298 -0.59
C 1.0991 -2.2751 -0.5422 -0.52
C 0.2714 -1.0278 -0.4082 0.41
C -0.0875 1.2795 -0.6129 1.14
C -1.0661 0.3140 1.2341 -0.77
C 0.4082 0.1160 -1.1194 -1.01
C -1.4281 2.7364 1.0463 -1.42
C -0.4499 -0.9402 0.8074 -0.17
C -0.8521 1.4731 0.5430 0.53
C 0.8888 -3.2307 0.6655 -0.80
H -1.6567 0.3909 2.1103 0.32
H 0.9419 2.3619 -1.9551 0.30
H -0.6410 3.2355 1.5535 0.34
H -2.1505 2.4375 1.8936 0.28
H 1.7670 -3.3716 1.2270 0.41
H 1.0048 -2.8156 -1.5441 0.30
H 1.1854 0.1636 -1.8801 0.19
H -1.6431 3.3749 0.2900 0.46
H 0.5393 -4.1666 0.2709 0.34
H 2.2221 -2.1777 -0.5499 0.23
```

HOMO, hartree: -0.2640
E_LUMO, eV: 0.747
SMILES: Cc1cc2c(cc1O)CC[Se]2
Electronic energy, Eh: -2825.5687
Kohn-Sham gap, eV: 7.9
Energy above the lowest of the compared OMol25 structures with the same formula, charge and spin, kcal per mole: 0.0

***

# C6H5F2NO3

An isolated molecule of C6H5F2NO3 (ωB97M-V/def2-TZVPD, OMol25).

Structure (XYZ):
```
17
Properties=species:S:1:pos:R:3:mulliken_charge:R:1
F 1.4847 -2.2328 -0.1032 -0.31
F -1.6082 -0.3157 -1.6818 -0.33
O -3.7887 -0.2696 -0.3082 -0.57
O -2.7137 0.1485 1.4974 -0.55
O -1.1774 -2.5169 0.0414 -0.53
N -2.7916 -0.0602 0.3154 0.91
C -1.4936 -0.0708 -0.3668 0.89
C -0.6853 -1.2440 0.2874 -0.40
C 1.3130 0.0927 -0.2625 -0.30
C -0.8430 1.2463 -0.2603 -0.90
C 0.4925 1.3004 -0.2052 -0.23
C 0.7334 -1.0735 -0.0792 0.31
H -0.7680 -0.9472 1.3140 0.45
H 2.4032 0.2151 -0.6440 0.33
H -1.5561 1.9525 -0.4122 0.52
H -0.3673 -2.8709 -0.3737 0.40
H 1.1388 2.2447 -0.0751 0.32
```

HOMO, hartree: -0.3565
E_LUMO, eV: -0.168
SMILES: O=[N+]([O-])[C@@]1(F)C=CC=C(F)[C@@H]1O
Electronic energy, Eh: -711.6733
Kohn-Sham gap, eV: 9.5
Energy above the lowest of the compared OMol25 structures with the same formula, charge and spin, kcal per mole: 86.4

***

# C50H121N7O14

A cluster of 9 separate species, C50H121N7O14 in total (ωB97M-V/def2-TZVPD, OMol25).

Structure (XYZ):
```
192
Properties=species:S:1:pos:R:3:mulliken_charge:R:1
O 0.0446 -5.4881 3.0305 -0.35
O -3.4480 2.3079 -3.9926 -0.42
O -1.9081 -3.8129 -6.3508 -0.28
O -1.7274 -2.4509 0.4494 -0.18
O -0.2630 -9.2466 0.8172 -0.16
O 2.6724 1.1389 -0.3044 0.46
O -6.2150 -2.7407 -0.6897 -0.33
O 9.6561 11.0662 6.0924 -0.32
O 3.9990 2.4086 3.8733 -0.44
O 0.1110 -4.9856 -1.5905 -0.03
O 0.7390 4.2959 1.4098 -0.13
O 5.7968 7.4228 2.6367 -0.37
O 0.9847 7.0398 5.1694 -0.53
O -0.2113 2.5642 -6.2812 -0.45
N 7.4489 8.7622 4.7535 -0.34
N 3.4948 0.0152 -0.5511 -0.04
N -0.5113 0.9926 0.3190 0.77
N -0.7301 3.7629 -3.5109 -0.31
N -7.0757 -1.7308 -1.0107 0.05
N -2.3033 -7.6537 2.2715 -0.37
N -2.0782 -4.4780 -2.8912 -0.21
C 1.4037 -5.2736 -1.1150 -0.81
C 6.0083 8.5318 4.8736 -0.69
C -9.6294 -0.2509 -0.7395 -0.61
C -9.3274 -1.2082 -1.8368 -1.48
C 2.6320 2.2419 4.0624 -0.04
C -1.2946 -0.0915 0.8962 -0.44
C -1.7442 -4.7561 -5.3400 -0.90
C 4.8510 -1.2372 -2.1571 -1.51
C -8.2134 0.2704 -0.3761 -1.66
C 5.3474 0.5475 1.1123 -1.54
C -8.1079 -3.0139 -2.9802 -2.01
C -7.1316 -0.6420 -0.0028 2.68
C -5.9059 0.1003 -0.0084 -1.94
C -2.1319 -4.3877 -7.6610 -0.79
C -1.9799 3.9639 -2.7224 -0.28
C 3.0319 0.1329 -2.9156 -2.40
C -8.3206 -2.3780 -1.5536 1.78
C -3.5639 1.3570 -2.9665 -0.45
C -3.3267 3.7176 -3.4363 -0.69
C 11.0111 11.6167 6.0316 -0.73
C -1.0016 -1.3244 0.0566 -0.44
C 4.2603 -0.4892 0.6245 1.05
C -0.5583 2.1627 1.1942 -1.11
C 9.3487 10.2653 4.9872 -0.50
C -0.2092 2.3993 -3.7172 0.93
C -8.9875 -3.4769 -0.7009 -1.69
C 3.2126 -0.7363 1.7955 -1.20
C 7.8119 10.0763 5.2232 -0.66
C 0.0358 3.4338 0.5467 -0.33
C -2.2888 -6.2365 2.5614 -1.36
C 1.2874 5.6175 1.0964 -0.73
C -1.9418 -5.8961 -2.5092 -1.11
C -0.8484 -9.7541 2.0921 -0.94
C 4.9363 -1.8897 0.2024 -1.19
C 1.5638 5.8213 4.5749 -0.23
C 5.1167 1.1534 -2.0259 -1.85
C -1.2199 1.7485 -6.6955 -0.46
C -1.0000 -5.4172 2.1447 0.96
C -1.2918 -4.1004 -4.0658 -0.19
C 5.4155 6.2308 1.9177 -0.58
C 0.5692 -10.3260 0.2617 -0.92
C 5.7179 -1.8899 -1.0816 -0.87
C 0.5300 2.1708 -5.0325 -0.61
C -1.2307 -8.4740 2.8672 -0.25
C 4.0884 0.0138 -1.8814 2.46
C -3.1944 -2.4256 0.2940 -0.97
C -0.1582 -5.0053 4.3979 -0.74
C -7.5107 -1.2226 1.3675 -1.68
C -0.6872 -6.2358 -1.6926 0.29
C 5.6888 7.2646 4.0762 -0.27
H -4.4844 1.5784 -2.4263 0.21
H -1.5665 2.4609 1.4815 0.51
H -1.8665 3.3406 -1.8355 -0.19
H -2.3989 -3.5809 -8.3436 0.24
H -7.3080 -2.4529 -3.4634 0.41
H -0.3637 -7.8363 2.6948 0.31
H 2.7880 -1.7399 1.7738 0.39
H 6.2665 6.3621 4.2759 0.44
H -1.4023 -3.0321 -4.2519 0.52
H -8.4828 -1.7154 1.3850 0.31
H -2.7297 1.2606 -2.2717 0.01
H -0.8520 3.8592 0.0788 0.15
H -9.0304 -3.1836 -3.5354 0.44
H 2.3670 2.4798 5.0926 0.43
H 5.4458 1.3509 -3.0461 0.49
H -0.9853 4.1274 -4.4177 0.33
H -0.1646 -10.2802 2.7583 0.49
H 6.6757 -1.3753 -1.0043 0.37
H -1.0040 -6.6933 -0.7553 -0.23
H 3.4994 -0.0534 -3.8824 0.38
H 2.1051 5.5235 0.3819 0.28
H 0.4023 0.5716 0.2285 -0.51
H -5.8013 0.9033 0.7212 0.45
H 1.6705 6.1252 1.9816 0.10
H -1.0438 -5.4121 4.8861 0.31
H 0.8552 5.2602 3.9656 0.24
H -4.9777 -0.4670 -0.0781 0.07
H 2.5814 1.2167 3.6958 0.07
H -3.0113 -5.7333 1.9189 0.47
H -7.8991 0.7089 -1.3233 0.42
H 4.8900 1.5302 0.9973 0.34
H -3.4215 4.4009 -4.2802 0.33
H 0.7568 -5.3790 4.8576 0.26
H -1.1853 -4.7357 -8.0744 0.32
H 11.3312 11.9045 7.0330 0.24
H 5.3840 9.2920 4.4041 0.30
H -4.1510 3.9109 -2.7498 0.40
H -1.6366 -10.4924 1.9445 0.43
H -2.7198 -5.2376 -5.2733 0.41
H -2.3629 0.1205 0.8528 0.26
H -1.5329 2.0086 -7.7067 0.24
H -2.0879 1.9652 -6.0728 0.12
H 0.4421 6.2351 0.7927 0.32
H -1.4617 -8.7254 3.9023 0.28
H -1.0358 1.7241 -3.4959 -0.29
H 0.4662 2.1846 -2.8891 -0.24
H -8.8618 -0.5790 -2.5954 0.40
H 2.1606 -0.5027 -2.7580 0.48
H -5.8370 0.6449 -0.9501 0.27
H 0.7320 1.1030 -5.1171 0.38
H 6.0920 0.8968 -1.6124 0.40
H 0.0451 -1.6249 0.0099 0.30
H 11.0656 12.5617 5.4911 0.28
H -9.6145 -4.1583 -1.2759 0.47
H -1.9728 4.9807 -2.3297 0.45
H 9.8741 9.3143 5.0742 0.37
H 0.6603 3.3421 -0.3419 0.28
H 2.2849 -0.1850 1.6417 0.01
H 5.4540 -1.1571 -3.0616 0.40
H -10.3105 0.5410 -1.0510 0.40
H 5.7209 8.5504 5.9249 0.39
H -1.2352 -1.1900 -0.9996 0.11
H 7.3037 10.8966 4.7163 0.30
H -3.4970 -1.7773 -0.5282 0.17
H 2.2196 2.8187 3.2346 -0.22
H -10.1271 -0.8338 0.0355 0.31
H 1.9509 -6.0182 -1.6931 0.36
H 1.3168 7.0851 6.0690 0.32
H 4.2729 -2.7540 0.1719 0.38
H -2.9487 -5.1072 -7.6042 0.30
H 5.5835 0.4831 2.1744 0.51
H -10.2136 -1.6788 -2.2627 0.42
H -0.1437 -6.9407 -2.3217 0.47
H -0.1230 1.9719 2.1751 0.50
H 2.5207 1.0949 -2.8797 0.25
H 4.6945 2.0940 -1.6721 0.18
H 5.8725 5.3568 2.3818 0.34
H 11.6698 10.8563 5.6120 0.31
H -5.8451 -2.8972 -1.5617 0.34
H -0.9311 0.6976 -6.6786 0.26
H -2.5921 -6.0901 3.5981 0.42
H 1.4225 -10.5536 0.9007 0.34
H -8.2773 1.0550 0.3779 0.46
H 4.6536 7.0334 4.3270 0.07
H -1.3471 -4.3982 1.9733 0.12
H -2.7760 -6.2735 -1.9178 0.27
H 9.5637 10.6706 3.9984 0.35
H 7.7528 8.6302 3.7994 0.25
H 1.5033 2.6615 -5.0406 0.28
H -8.2474 -4.0503 -0.1427 0.28
H 1.5071 -5.5619 -0.0689 0.20
H -3.6951 0.4000 -3.4715 0.42
H -1.0016 -5.4907 -5.6515 0.35
H 3.6467 -0.5153 2.7706 0.32
H -6.6397 -1.7694 1.7286 0.25
H -7.6877 -4.0114 -2.8514 0.47
H -9.7119 -3.0299 -0.0201 0.35
H -1.8899 -6.5255 -3.3975 0.38
H 1.9200 -4.3185 -1.2119 0.14
H 6.2620 0.4504 0.5273 0.28
H 4.0667 -1.9433 -2.4298 0.53
H 6.0643 -2.8130 -1.5463 0.44
H -3.4228 -3.4796 0.1354 0.21
H -0.8301 -5.7861 1.1332 -0.53
H -0.2426 -3.9225 4.4902 0.25
H 1.1204 -10.1920 -0.6690 0.28
H 5.7957 6.1219 0.9020 0.38
H 3.3223 1.7244 0.0912 0.07
H -7.7137 -0.4665 2.1259 0.45
H 4.4579 2.3579 4.7151 0.23
H -1.0509 -0.1992 1.9531 0.24
H 7.4522 10.2794 6.2319 0.36
H -3.6810 -1.9047 1.1186 0.66
H -2.3854 -7.7512 1.2695 0.34
H 4.3571 5.9953 2.0293 0.07
H -1.7407 -3.9226 -2.1181 0.14
H 5.6699 -2.1577 0.9628 0.39
H 2.4147 6.0926 3.9501 -0.16
H -0.2237 -4.2255 -3.8880 0.16
H -0.0458 -11.2000 0.0472 0.34
H 1.9188 5.0245 5.2285 0.38
```

HOMO, hartree: -0.2920
E_LUMO, eV: 0.485
SMILES: CC1(C)CCCC(C)(C)N1O.CC1(C)CCCC(C)(C)N1O.COCCNCCOC.COCCNCCOC.COCCNCCOC.COCCNCCOC.COCCNCCOC.CO.CO
Electronic energy, Eh: -3413.6853
Kohn-Sham gap, eV: 8.4
Energy above the lowest of the compared OMol25 structures with the same formula, charge and spin, kcal per mole: 175.2